(1)
{
  "formula": "C7H14N3S2",
  "method": "wB97M-V/def2-TZVPD",
  "homo_energy_ev": [-12.56, -12.56],
  "e_lumo_ev": [-7.0, -6.4],
  "charge": 1,
  "e_tot_ev": -33615.75580,
  "de_lowest_kj_mol": 253.9,
  "orbital_gap_ev": [5.6, 6.2],
  "species": ["C", "C", "C", "C", "C", "C", "C", "N", "N", "N", "S", "S", "H", "H", "H", "H", "H", "H", "H", "H", "H", "H", "H", "H", "H", "H"],
  "coordinates": [[0.993, -2.819, 0.313], [2.092, -1.807, -0.181], [0.045, -1.506, -1.456], [-0.323, -2.127, -0.102], [1.201, -0.644, -0.877], [-0.536, -0.865, 0.758], [0.591, 0.133, 0.230], [-1.713, 1.368, 0.053], [-2.924, -0.439, 1.666], [-0.314, 5.888, -0.054], [-2.180, -0.185, 0.371], [-0.236, 1.629, -0.451], [1.111, -3.821, -0.284], [1.138, -2.868, 1.369], [2.641, -1.431, 0.639], [2.830, -2.298, -0.884], [0.327, -2.039, -2.299], [-0.676, -0.800, -1.927], [-1.299, -2.733, -0.093], [1.795, -0.170, -1.601], [-0.624, -1.025, 1.805], [1.313, 0.329, 1.019], [-3.848, -0.374, 1.884], [-0.646, 6.331, -0.881], [-1.137, 5.886, 0.621], [0.377, 6.389, 0.361]],
  "lowdin_charge": [-0.110, -0.091, -0.105, -0.297, -0.311, -0.326, -0.430, -0.550, -0.175, 0.018, 0.981, 1.125, 0.163, 0.103, 0.088, 0.138, 0.110, 0.118, 0.170, 0.127, 0.116, 0.133, 0.004, -0.003, 0.051, -0.047]
}

---

(2)
{
  "formula": "C7H14N4O",
  "method": "wB97M-V/def2-TZVPD",
  "homo_energy_ev": -9.20,
  "e_lumo_ev": 0.6,
  "charge": 0,
  "e_tot_ev": -15492.47665,
  "de_lowest_kj_mol": 199.5,
  "orbital_gap_ev": 9.8,
  "smiles": "CCCCOCN/C(N)=N\\C#N",
  "species": ["C", "C", "C", "C", "O", "C", "N", "C", "N", "N", "C", "N", "H", "H", "H", "H", "H", "H", "H", "H", "H", "H", "H", "H", "H", "H"],
  "coordinates": [[2.821, 1.943, -0.645], [2.180, 0.589, -0.801], [2.297, -0.159, 0.578], [1.365, -1.400, 0.489], [0.094, -1.081, 0.043], [-0.724, -0.319, 0.954], [-1.915, 0.148, 0.210], [-2.832, -0.633, -0.374], [-2.570, -1.859, -0.849], [-4.016, -0.118, -0.485], [-4.243, 1.130, 0.015], [-4.565, 2.164, 0.440], [2.283, 2.613, -1.386], [3.867, 1.937, -0.832], [2.641, 2.307, 0.395], [2.623, 0.056, -1.680], [1.135, 0.767, -1.175], [1.827, 0.635, 1.254], [3.266, -0.363, 0.985], [1.749, -2.177, -0.297], [1.185, -1.942, 1.401], [-0.773, -1.029, 1.786], [-0.266, 0.615, 1.340], [-2.436, 0.935, 0.616], [-3.280, -2.421, -1.273], [-1.716, -2.337, -0.712]],
  "lowdin_charge": [-0.136, -0.275, -0.153, -0.247, -0.194, -0.148, 0.104, -0.493, 0.203, 0.091, -0.378, 0.117, 0.094, 0.054, 0.078, 0.118, 0.116, 0.105, 0.105, 0.160, 0.102, 0.132, 0.131, 0.113, 0.114, 0.087]
}

---

(3)
{
  "formula": "C7H14N4S",
  "method": "wB97M-V/def2-TZVPD",
  "homo_energy_ev": -8.20,
  "e_lumo_ev": 0.6,
  "charge": 0,
  "e_tot_ev": -24276.56075,
  "de_lowest_kj_mol": 229.8,
  "orbital_gap_ev": 8.8,
  "smiles": "CN(C)Cc1nsc(N(C)C)n1",
  "species": ["C", "N", "C", "C", "C", "N", "S", "C", "N", "C", "C", "N", "H", "H", "H", "H", "H", "H", "H", "H", "H", "H", "H", "H", "H", "H"],
  "coordinates": [[2.818, -0.519, 1.298], [2.867, -0.111, -0.131], [2.442, 1.400, 0.129], [2.296, -0.938, -1.130], [0.680, -1.005, -0.910], [0.299, -2.286, -0.541], [-1.260, -2.141, 0.206], [-1.277, -0.410, -0.322], [-2.457, 0.238, -0.077], [-2.694, 1.723, -0.279], [-3.658, -0.552, 0.430], [-0.202, 0.097, -0.774], [1.787, -0.135, 1.936], [2.736, -1.734, 1.362], [3.625, -0.049, 1.765], [1.209, 1.503, 0.145], [3.134, 1.653, 0.970], [2.676, 1.997, -0.923], [2.401, -0.619, -2.272], [2.654, -2.044, -1.021], [-2.261, 2.268, 0.638], [-3.811, 2.118, -0.506], [-2.022, 1.893, -1.212], [-3.410, -1.564, 0.055], [-4.690, -0.323, -0.363], [-3.879, -0.457, 1.528]],
  "lowdin_charge": [-0.160, -0.275, -0.101, -0.184, -0.366, -0.280, 0.951, -0.622, -0.238, -0.067, -0.108, 0.091, 0.133, 0.124, 0.027, 0.097, 0.064, 0.110, 0.139, 0.130, 0.092, 0.118, 0.093, -0.017, 0.163, 0.088]
}